1.
64
Properties=species:S:1:pos:R:3:mulliken_charge:R:1 method="wB97M-V/def2-TZVPD" largest_force_ha_per_bohr=0.019 homo_energy_ha=-0.3006 total_charge=0 orbital_gap_ev=8.159 spin_multiplicity=1 de_lowest_kcal_mol=3.0
Cd 0.22 0.05 -0.84 1.582
C 3.61 -0.98 0.57 -0.630
C 3.04 -0.21 1.76 -0.846
S 1.26 0.06 1.71 -0.147
C 1.09 1.84 1.97 0.113
C 1.79 2.80 1.01 -1.060
S 1.50 2.55 -0.76 0.017
C 3.19 2.48 -1.40 -0.800
C 4.11 1.39 -0.87 -0.836
S 3.39 -0.25 -1.07 0.025
H 4.67 -1.16 0.75 0.552
H 3.12 -1.95 0.48 0.245
H 3.26 -0.78 2.67 0.542
H 3.53 0.76 1.88 0.369
H 0.01 2.00 1.94 -0.621
H 1.40 2.08 2.99 0.665
H 1.44 3.80 1.25 0.519
H 2.86 2.78 1.17 0.620
H 3.05 2.36 -2.48 0.414
H 3.64 3.46 -1.25 0.481
H 5.06 1.45 -1.41 0.491
H 4.35 1.56 0.18 0.352
N -3.67 3.13 6.04 -0.557
C -3.37 2.94 4.70 1.036
C -4.00 1.94 3.96 -0.789
C -3.68 1.73 2.63 -0.377
C -2.71 2.51 2.01 -0.339
C -2.08 3.52 2.74 -0.295
C -2.40 3.73 4.07 -0.818
S -2.30 2.35 0.30 1.207
O -1.14 3.19 0.10 -0.708
O -3.48 2.59 -0.48 -0.739
N -1.73 0.85 0.08 -0.275
C -2.54 -0.23 -0.16 0.457
N -3.82 -0.30 0.20 -0.464
C -4.46 -1.42 -0.11 -0.171
C -3.85 -2.50 -0.74 -0.922
C -2.51 -2.35 -1.04 0.034
N -1.87 -1.23 -0.76 -0.186
H -4.55 2.77 6.35 0.223
H -3.43 4.02 6.43 0.224
H -4.75 1.32 4.43 0.289
H -4.19 0.97 2.06 0.479
H -1.34 4.14 2.25 0.537
H -1.91 4.51 4.62 0.282
H -5.50 -1.47 0.17 0.418
H -4.39 -3.40 -0.98 0.385
H -1.93 -3.13 -1.52 0.417
O 0.48 0.00 -3.10 -0.648
C 0.72 -0.99 -3.80 -0.504
C 1.07 -2.33 -3.39 1.018
C 1.26 -3.22 -4.46 -0.452
C 1.60 -4.52 -4.22 -0.541
C 1.77 -5.00 -2.91 -0.556
C 1.60 -4.15 -1.85 -0.705
C 1.24 -2.77 -2.03 0.292
O 1.10 -2.03 -1.01 -0.776
N 1.79 -5.43 -5.34 1.002
O 1.68 -4.98 -6.47 -0.630
O 2.15 -6.57 -5.09 -0.633
H 0.67 -0.85 -4.89 0.304
H 1.14 -2.89 -5.48 0.490
H 2.04 -6.03 -2.76 0.484
H 1.72 -4.49 -0.84 0.462

2.
15
Properties=species:S:1:pos:R:3:mulliken_charge:R:1 method="wB97M-V/def2-TZVPD" smiles="C=CC.C=C" largest_force_ha_per_bohr=0.105 homo_energy_ha=-0.3369 total_charge=0 orbital_gap_ev=10.334 spin_multiplicity=1 de_lowest_kcal_mol=78.2
C 0.69 -0.11 -1.96 -0.825
C 0.96 0.36 -0.70 0.088
C 1.08 1.75 -0.32 -0.867
H 0.74 -1.15 -2.26 0.291
H 0.49 0.76 -2.65 0.185
H 1.48 -0.42 0.04 0.323
H 2.00 1.87 0.47 0.210
H 1.34 2.31 -1.31 0.340
H 0.11 2.20 0.00 0.259
C -0.97 -0.95 1.78 -0.358
C -2.02 -1.55 1.14 -0.511
H -0.55 -1.29 2.73 0.279
H -0.51 -0.11 1.24 0.073
H -2.77 -2.04 1.73 0.258
H -2.08 -1.61 0.07 0.256

3.
29
Properties=species:S:1:pos:R:3:mulliken_spin:R:1 method="wB97M-V/def2-TZVPD" largest_force_ha_per_bohr=0.062 homo_energy_ha="-0.0210 / -0.0973" total_charge=-1 orbital_gap_ev="4.231 / 6.252" spin_multiplicity=5 de_lowest_kcal_mol=0.0
C 0.65 0.04 -3.81 0.012
C -0.63 -0.68 -3.75 -0.015
C -0.44 -1.84 -3.00 0.005
C 0.97 -1.87 -2.58 0.008
C 1.66 -0.77 -3.19 0.037
Fe 0.19 0.02 -1.58 2.882
P -0.33 2.19 -1.18 0.061
H 0.83 0.96 -4.37 0.000
H -1.57 -0.33 -4.19 -0.005
H -1.19 -2.58 -2.74 0.003
H 2.73 -0.56 -3.14 0.001
H 1.44 -2.68 -2.02 0.000
H -1.30 2.45 -0.17 -0.005
H -0.86 2.96 -2.25 -0.002
H 0.72 3.04 -0.74 -0.004
C -0.22 -0.02 4.76 -0.056
C -0.26 -0.02 3.26 0.347
C 0.50 0.92 2.59 -0.143
C 0.49 0.93 1.21 0.279
N -0.22 0.01 0.45 0.317
C -0.92 -0.96 1.10 0.146
C -0.99 -0.96 2.51 -0.018
H 0.83 -0.21 5.09 0.032
H -0.53 0.97 5.14 0.027
H -0.88 -0.80 5.18 0.000
H 1.13 1.62 3.13 0.014
H 1.20 1.62 0.77 0.021
H -1.44 -1.71 0.52 0.043
H -1.58 -1.72 3.01 0.014

4.
9
Properties=species:S:1:pos:R:3:mulliken_charge:R:1 method="wB97M-V/def2-TZVPD" largest_force_ha_per_bohr=0.109 homo_energy_ha="-0.3125 / -0.3125" total_charge=0 orbital_gap_ev="8.012 / 8.012" spin_multiplicity=1 de_lowest_kcal_mol=7.9
H 0.03 -1.89 -1.17 0.252
N 0.23 -1.34 -0.38 -0.373
C 0.60 -1.64 0.75 0.477
F 0.96 -2.67 1.50 -0.168
N 0.97 -0.30 1.57 0.011
N 0.83 0.81 2.09 -0.188
I -0.94 1.90 2.07 -0.009
F -1.38 3.01 -3.25 -0.385
H -1.30 2.12 -3.18 0.384